[1]
Here is an isolated molecule of C5H7NO at a distorted geometry from OMol25. Energies are from ωB97M-V with the def2-TZVPD basis set.

As for the LUMO energy: 0.8 eV. The relative energy (zero: lowest compared OMol25 entry of this formula, charge and spin) is 17.3 kcal/mol. Its SMILES is C[C@H](C#N)CC=O.

Structure (XYZ):
```
14
Properties=species:S:1:pos:R:3:forces:R:3
C 1.305588 1.298986 -0.127276 0.0180 0.0800 -0.0106
C 0.502954 -0.000292 -0.252475 0.0373 -0.0037 0.0278
C -0.778857 0.017805 0.591403 0.0125 0.0547 0.0691
C -1.265375 -1.373990 0.927878 0.2307 -0.3228 -0.0797
O -0.615559 -2.369819 0.715340 -0.4122 0.4409 0.1365
C 0.138102 -0.278936 -1.651037 -0.2216 -0.1617 -0.8504
N -0.193310 -0.480568 -2.740052 0.3214 0.2016 0.9409
H 2.205659 1.269534 -0.747983 -0.1595 -0.0096 0.0778
H 1.613144 1.434800 0.916356 -0.0800 -0.0037 -0.2068
H 0.704031 2.160393 -0.433860 0.0982 -0.0952 0.0542
H 1.119401 -0.840804 0.084101 -0.0995 0.0804 -0.0440
H -0.599386 0.537197 1.544258 0.0206 -0.1146 -0.0918
H -1.579977 0.583971 0.098879 0.0962 -0.1352 0.0502
H -2.260951 -1.434508 1.415779 0.1378 -0.0111 -0.0732
```
Positions in Å, forces in eV/Å.

natural (NBO) atomic charge list, values in e, 4 entries: -0.586 -0.333 -0.501 0.445

[2]
Here is a cluster of 2 separate species, C7H16N2OS in total at a distorted geometry from OMol25. Energies are from ωB97M-V with the def2-TZVPD basis set.

As for the LUMO energy (alpha / beta): 0.3 / -0.5 eV. The relative energy (zero: lowest compared OMol25 entry of this formula, charge and spin) is 77.0 kcal/mol.

Structure (XYZ):
```
27
Properties=species:S:1:pos:R:3:forces:R:3
C 1.889795 0.484642 0.050717 2.8856 -0.6539 1.5088
C 0.655626 -0.150595 -0.077390 -2.4409 0.4829 1.1016
C 1.391764 2.566361 -1.195866 -0.7337 -0.7459 1.4802
C 1.853346 -2.354704 -0.197476 -2.1823 -1.5531 -0.8079
C -0.615053 -2.331868 -0.136988 2.1045 0.1838 4.5889
C -3.711150 0.505253 1.339226 1.5732 0.7313 -0.1161
C 2.155754 1.898402 0.008518 -3.4773 1.6645 -0.4336
N -0.478754 0.481899 0.195763 0.2026 -1.3840 -0.0601
N 0.630193 -1.505412 -0.284902 -0.4780 -1.8047 -0.6329
O -3.855322 -0.335313 -1.072280 -1.5734 -2.7708 -2.4200
S -3.140770 0.737400 -0.444099 -0.0344 2.3694 2.7982
H 2.732735 0.002245 0.586668 -0.8001 -0.4643 -0.5818
H 0.399519 3.016983 -0.867498 1.1188 -1.0050 -0.7992
H 1.971988 3.349645 -1.535825 1.1722 1.9830 -0.6886
H 1.378603 1.865320 -2.044258 -0.7062 0.1524 0.4286
H 1.871779 -2.768511 0.839219 0.5989 0.2454 -0.7009
H 1.734195 -3.270476 -0.942236 0.2575 1.9377 1.5004
H 2.711853 -1.800924 -0.497891 0.6786 0.2311 0.0937
H -1.354883 -2.152569 -0.806237 -1.9650 0.9131 -2.3192
H -0.311699 -3.407409 -0.205636 -0.3257 1.0326 0.2092
H -1.118149 -2.104609 0.937667 1.2148 -0.6709 -2.2421
H -4.697125 0.982105 1.626116 1.2648 -0.4414 -0.5618
H -3.750139 -0.609181 1.389550 0.0346 0.9376 0.2971
H -2.803300 0.939861 1.900085 -1.6388 -0.8031 -0.2445
H 3.168696 2.092198 0.029810 2.3182 0.2646 -0.5630
H 1.849955 2.395971 0.959278 -0.2592 -0.2318 -0.3152
H -0.559449 1.473275 0.445977 1.1907 -0.6003 -0.5201
```
Positions in Å, forces in eV/Å.

natural (NBO) atomic charge list, values in e, 4 entries: -0.124 0.346 -0.603 -0.404

Q: Number 1 is which compound?
A: C5H7NO